# C27H35N5O4S

C27H35N5O4S in the gas phase (wB97M-V/def2-TZVPD, the OMol25 dataset).

Each atom is followed by the atoms it is bonded to, with distances in Å.
Positions of all 72 atoms, in Å:
1 C -8.6513 1.3083 0.0429  C2 1.525, H38 1.088, H39 1.087, H40 1.087
2 C -8.0283 1.3294 1.4342  C1 1.525, O3 1.417, H41 1.094, H42 1.094
3 O -6.6899 1.7938 1.4257  C2 1.417, C4 1.368
4 C -5.7270 1.1465 0.7012  O3 1.368, C5 1.391, C34 1.410
5 C -4.7151 1.9684 0.2150  C4 1.391, C6 1.379, H43 1.078
6 C -3.6401 1.4683 -0.4891  C5 1.379, C7 1.389, H44 1.079
7 C -3.5662 0.1038 -0.7378  C6 1.389, N8 1.400, C33 1.390
8 N -2.4711 -0.3765 -1.4650  C7 1.400, C9 1.349, H45 1.020
9 C -2.1007 -1.6524 -1.6976  N8 1.349, O10 1.215, C11 1.537
10 O -2.6855 -2.6552 -1.3401  C9 1.215
11 C -0.7738 -1.7193 -2.4712  C9 1.537, N12 1.456, H46 1.093, H47 1.091
12 N 0.3386 -1.3217 -1.6205  C11 1.456, C13 1.446, C14 1.347
13 C 0.9304 -2.3942 -0.8527  N12 1.446, H48 1.091, H49 1.086, H50 1.094
14 C 0.6694 -0.0167 -1.5718  N12 1.347, O15 1.227, C16 1.516
15 O -0.0055 0.8252 -2.1557  C14 1.227
16 C 1.8872 0.3814 -0.7612  C14 1.516, C17 1.530, C32 1.539, H51 1.093
17 C 2.5524 1.6198 -1.3658  C16 1.530, C18 1.540, H52 1.090, H53 1.090
18 C 3.8712 1.9078 -0.6247  C17 1.540, N19 1.454, H54 1.090, H55 1.095
19 N 3.8232 1.4117 0.7414  C18 1.454, C20 1.368, C31 1.449
20 C 4.4908 0.2611 1.0614  N19 1.368, N21 1.334, C30 1.419
21 N 3.8219 -0.6533 1.7666  C20 1.334, C22 1.320
22 C 4.3759 -1.8330 1.9756  N21 1.320, N23 1.315, H56 1.082
23 N 5.5337 -2.2508 1.5142  C22 1.315, C24 1.326
24 C 6.2549 -1.3128 0.9146  N23 1.326, S25 1.731, C30 1.410
25 S 7.8663 -1.5883 0.3445  C24 1.731, C26 1.748
26 C 8.0314 0.1075 -0.0467  S25 1.748, C27 1.489, C28 1.360
27 C 9.3317 0.6182 -0.5608  C26 1.489, H57 1.086, H58 1.091, H59 1.089
28 C 6.9078 0.8327 0.2025  C26 1.360, C29 1.497, C30 1.432
29 C 6.8853 2.3247 0.0879  C28 1.497, H60 1.086, H61 1.090, H62 1.089
30 C 5.8426 0.0189 0.7060  C20 1.419, C24 1.410, C28 1.432
31 C 2.5187 1.5982 1.3440  N19 1.449, C32 1.539, H63 1.089, H64 1.093
32 C 1.4442 0.7256 0.6717  C16 1.539, C31 1.539, H65 1.091, H66 1.089
33 C -4.5659 -0.7353 -0.2608  C7 1.390, C34 1.388, H67 1.075
34 C -5.6381 -0.2412 0.4697  C4 1.410, C33 1.388, O35 1.368
35 O -6.6317 -1.0355 0.9730  C34 1.368, C36 1.415
36 C -6.5905 -2.4372 0.7862  O35 1.415, C37 1.525, H68 1.095, H69 1.096
37 C -5.6224 -3.1368 1.7350  C36 1.525, H70 1.087, H71 1.086, H72 1.086
38 H -8.5545 2.2850 -0.4263  C1 1.088
39 H -9.7048 1.0530 0.1174  C1 1.087
40 H -8.1554 0.5704 -0.5828  C1 1.087
41 H -8.5463 2.0552 2.0682  C2 1.094
42 H -8.0980 0.3404 1.8955  C2 1.094
43 H -4.7972 3.0248 0.4158  C5 1.078
44 H -2.8665 2.1280 -0.8519  C6 1.079
45 H -1.8289 0.3415 -1.8010  N8 1.020
46 H -0.8133 -1.0428 -3.3290  C11 1.093
47 H -0.6100 -2.7425 -2.8122  C11 1.091
48 H 0.1329 -3.0540 -0.5092  C13 1.091
49 H 1.4594 -2.0225 0.0192  C13 1.086
50 H 1.6222 -2.9749 -1.4703  C13 1.094
51 H 2.6160 -0.4327 -0.7492  C16 1.093
52 H 1.8620 2.4595 -1.2852  C17 1.090
53 H 2.7544 1.4625 -2.4257  C17 1.090
54 H 4.6956 1.4155 -1.1403  C18 1.090
55 H 4.0583 2.9867 -0.6129  C18 1.095
56 H 3.7941 -2.5435 2.5476  C22 1.082
57 H 9.9984 -0.2091 -0.7870  C27 1.086
58 H 9.8129 1.2548 0.1831  C27 1.091
59 H 9.1822 1.2098 -1.4633  C27 1.089
60 H 6.0794 2.7358 0.6877  C29 1.086
61 H 6.7602 2.6469 -0.9458  C29 1.090
62 H 7.8296 2.7304 0.4472  C29 1.089
63 H 2.5933 1.3541 2.4031  C31 1.089
64 H 2.2758 2.6583 1.2390  C31 1.093
65 H 0.4991 1.2702 0.6376  C32 1.091
66 H 1.2965 -0.1855 1.2497  C32 1.089
67 H -4.4767 -1.7876 -0.4632  C33 1.075
68 H -7.6143 -2.7599 1.0007  C36 1.095
69 H -6.3628 -2.6849 -0.2570  C36 1.096
70 H -5.8553 -2.8686 2.7628  C37 1.087
71 H -4.5949 -2.8522 1.5267  C37 1.086
72 H -5.7176 -4.2129 1.6192  C37 1.086

Values from the calculation:
calculated total energy	-55044.0820	eV
total charge	0
SMILES	CCOc1ccc(NC(=O)CN(C)C(=O)C2CCN(c3ncnc4sc(C)c(C)c34)CC2)cc1OCC
LUMO level	0.020	Ha
energy above the lowest of the compared OMol25 structures with the same formula, charge and spin	230.8	kJ/mol
max |F|	0.01469	hartree/bohr